Entry 1:
C2H8NS | ωB97M-V/def2-TZVPD

Each line ends with the natural charge from an NBO analysis.
Positions of all 12 atoms, in Å:
S (-1.5908, -2.0496, 0.7379)  -1.052
H (-0.8899, -1.7699, -0.3187)  0.062
C (2.1572, 1.5561, 0.0555)  -0.615
C (0.6574, 1.3291, 0.0154)  -0.241
N (0.2228, 1.2131, -1.4334)  -0.858
H (2.5737, 0.9046, -0.7481)  0.201
H (2.6411, 1.1415, 0.9772)  0.199
H (2.4767, 2.6027, -0.0241)  0.194
H (0.1596, 2.1850, 0.4930)  0.172
H (0.3920, 0.3883, 0.5228)  0.224
H (-0.7822, 1.3373, -1.4691)  0.360
H (0.4342, 0.2014, -1.6310)  0.355

## Properties
HOMO level ... -2.574 eV
M ... 78.2 u
Total charge ... -1
Frontier orbital gap ... 6.48 eV
ΔE to the lowest compared entry with this formula, charge and spin ... 8.9 kcal/mol

=====

Entry 2:
C30H33BF6FeN5P2S | ωB97M-V/def2-TZVPD

Each line ends with the Mulliken spin population.
Positions of all 79 atoms, in Å:
Fe (0.7269, 0.0947, 0.0504)  1.134
C (1.9350, -1.2677, -3.0896)  -0.004
P (2.1406, -1.1811, -1.2833)  -0.027
C (2.3462, -2.9288, -0.8270)  -0.002
C (3.8395, -0.5299, -1.0819)  -0.002
C (3.8485, 0.9104, -1.6027)  0.001
P (2.5037, 1.8094, -0.7233)  -0.010
C (2.1870, 3.2293, -1.8248)  -0.004
C (3.3588, 2.5792, 0.6833)  -0.005
H (2.8542, -1.6611, -3.5267)  -0.001
H (1.7023, -0.2981, -3.5278)  0.000
H (1.1158, -1.9479, -3.3185)  0.000
H (3.1396, -3.3790, -1.4261)  -0.001
H (1.4158, -3.4708, -0.9843)  0.001
H (2.6031, -2.9860, 0.2313)  0.001
H (4.5542, -1.1861, -1.5830)  -0.001
H (4.0660, -0.5470, -0.0146)  -0.002
H (3.6331, 0.9321, -2.6740)  0.000
H (4.8028, 1.4165, -1.4455)  -0.001
H (3.1394, 3.6600, -2.1378)  -0.001
H (1.6051, 3.9919, -1.3036)  0.000
H (1.6238, 2.9110, -2.7029)  0.001
H (4.1229, 3.2692, 0.3206)  0.000
H (3.8134, 1.8107, 1.3062)  0.001
H (2.6376, 3.1281, 1.2932)  0.001
F (-2.2150, 0.2352, -4.4120)  -0.001
C (-1.7458, 0.8732, -3.3232)  -0.008
C (-0.9471, 0.1768, -2.4354)  0.016
C (-0.4637, 0.8217, -1.3037)  -0.126
C (-0.8417, 2.1591, -1.0692)  -0.002
C (-1.6332, 2.8123, -2.0049)  -0.006
F (-1.9988, 4.0948, -1.8004)  -0.001
C (-2.0956, 2.1985, -3.1489)  0.007
C (-0.4700, 2.6837, 0.2464)  0.008
C (-0.6018, 3.9868, 0.7175)  -0.003
C (-0.2902, 4.2550, 2.0405)  0.001
C (0.1359, 3.2297, 2.8715)  -0.001
C (0.2928, 1.9670, 2.3270)  0.006
N (0.0145, 1.7159, 1.0485)  -0.015
H (-0.7468, -0.8688, -2.6210)  0.003
H (-2.7237, 2.7227, -3.8539)  0.000
H (-0.9558, 4.7668, 0.0630)  0.000
H (-0.3936, 5.2625, 2.4230)  0.000
H (0.3722, 3.4004, 3.9118)  0.000
H (0.6674, 1.1336, 2.9087)  0.001
S (-0.3384, -1.7760, 0.4645)  0.007
C (-2.0796, -1.8256, 0.7739)  -0.003
N (-2.4943, -2.9554, 1.2202)  0.032
N (-3.8448, -3.2191, 1.2705)  0.004
C (-4.7247, -3.2676, 0.1939)  0.002
C (-6.0546, -3.6052, 0.4643)  0.001
C (-6.9752, -3.7262, -0.5607)  -0.001
C (-6.5962, -3.5203, -1.8809)  0.001
C (-5.2743, -3.1997, -2.1521)  -0.001
C (-4.3419, -3.0686, -1.1343)  0.000
N (-3.0218, -0.8085, 0.4662)  0.004
N (-2.6549, 0.3467, 0.6955)  -0.004
C (-3.6551, 1.3208, 0.3817)  -0.002
C (-3.6519, 2.4857, 1.1351)  0.001
C (-4.5574, 3.4939, 0.8443)  0.000
C (-5.4489, 3.3399, -0.2087)  -0.001
C (-5.4501, 2.1672, -0.9558)  0.000
C (-4.5608, 1.1479, -0.6596)  -0.002
H (-4.0666, -3.8283, 2.0364)  0.000
H (-6.3623, -3.7609, 1.4921)  0.000
H (-8.0002, -3.9819, -0.3234)  0.000
H (-7.3150, -3.6199, -2.6829)  0.000
H (-4.9543, -3.0492, -3.1763)  0.000
H (-3.3166, -2.8334, -1.3793)  0.000
H (-2.9509, 2.5788, 1.9553)  0.000
H (-4.5681, 4.3980, 1.4395)  0.000
H (-6.1434, 4.1346, -0.4487)  0.000
H (-6.1517, 2.0442, -1.7707)  0.000
H (-4.5515, 0.2244, -1.2240)  0.000
F (2.1175, -0.1829, 1.5058)  -0.010
B (2.9872, -0.7730, 2.5933)  0.011
F (2.3941, -0.4187, 3.7800)  0.000
F (3.0307, -2.1273, 2.3574)  0.000
F (4.2336, -0.1786, 2.4162)  0.000

## Properties
Multiplicity ... 2
HOMO level (spin up / spin down) ... -7.096 / -7.121 eV
Expectation value of S² ... 0.7920
M ... 738.3 u
Total charge ... 0
Frontier orbital gap (spin up / spin down) ... 6.76 / 6.79 eV
ΔE to the lowest compared entry with this formula, charge and spin ... 10.4 kcal/mol

=====

Entry 3:
C57H52Cl5GeN5ORuS4Se | ωB97M-V/def2-TZVPD

Each line ends with the Mulliken spin population.
Positions of all 127 atoms, in Å:
Ru (1.0921, 1.1832, 0.0945)  0.669
N (0.0547, 0.2164, -1.3951)  0.004
S (-0.7912, -0.9755, -1.4645)  0.028
N (-0.2078, -2.4572, -0.9931)  -0.003
S (-0.4784, -3.3123, 0.2621)  0.000
N (-0.3337, -2.8118, 1.7178)  0.000
S (0.8316, -1.6832, 2.0582)  -0.009
N (0.8865, -0.5385, 1.2068)  0.012
C (2.3200, -2.6597, 2.1801)  0.000
C (3.0315, -2.8356, 1.0005)  0.001
C (4.1640, -3.6345, 1.0131)  -0.002
C (4.5881, -4.2208, 2.2005)  0.000
C (3.8764, -4.0234, 3.3742)  -0.001
C (2.7256, -3.2458, 3.3699)  0.002
C (0.3914, -1.3573, 3.7464)  -0.011
C (0.9391, -0.1843, 4.2484)  0.003
C (0.6615, 0.1736, 5.5582)  -0.010
C (-0.1640, -0.6277, 6.3371)  -0.001
C (-0.7166, -1.7909, 5.8151)  0.001
C (-0.4390, -2.1685, 4.5092)  0.002
C (0.6096, -4.6893, 0.0042)  0.001
C (0.8777, -5.4916, 1.1050)  0.000
C (1.7570, -6.5507, 0.9563)  0.000
C (2.3465, -6.7967, -0.2777)  0.000
C (2.0594, -5.9885, -1.3690)  0.000
C (1.1839, -4.9208, -1.2357)  -0.001
C (-2.1161, -3.9919, 0.2543)  0.001
C (-2.4476, -4.8577, -0.7783)  -0.001
C (-3.7367, -5.3603, -0.8397)  0.000
C (-4.6695, -4.9971, 0.1241)  0.000
C (-4.3154, -4.1407, 1.1563)  0.000
C (-3.0261, -3.6337, 1.2344)  0.000
C (-2.3842, -0.8332, -0.6636)  -0.006
C (-3.5879, -1.0739, -1.3116)  0.000
C (-4.7728, -0.8661, -0.6211)  0.000
C (-4.7502, -0.4050, 0.6882)  0.000
C (-3.5383, -0.1439, 1.3147)  0.006
C (-2.3471, -0.3557, 0.6401)  0.009
C (-1.0989, -1.4174, -3.1616)  0.002
C (-1.7786, -2.5790, -3.5011)  -0.003
C (-1.9642, -2.8831, -4.8388)  0.000
C (-1.4548, -2.0405, -5.8214)  0.000
C (-0.7624, -0.8920, -5.4670)  0.000
C (-0.5850, -0.5736, -4.1269)  0.001
H (2.6988, -2.3498, 0.0891)  -0.001
H (4.7274, -3.7814, 0.1021)  0.000
H (5.4873, -4.8235, 2.2114)  0.000
H (4.2183, -4.4675, 4.2999)  0.000
H (2.1690, -3.0888, 4.2840)  0.000
H (1.5505, 0.4498, 3.6135)  0.012
H (1.0851, 1.0823, 5.9646)  -0.001
H (-0.3835, -0.3434, 7.3581)  0.000
H (-1.3633, -2.4068, 6.4258)  0.000
H (-0.8538, -3.0759, 4.0918)  0.000
H (0.4277, -5.2722, 2.0644)  0.000
H (1.9906, -7.1775, 1.8065)  0.000
H (3.0373, -7.6225, -0.3880)  0.000
H (2.5257, -6.1818, -2.3261)  0.000
H (0.9725, -4.2572, -2.0637)  0.000
H (-1.7056, -5.1532, -1.5114)  0.000
H (-4.0105, -6.0429, -1.6330)  0.000
H (-5.6756, -5.3931, 0.0737)  0.000
H (-5.0430, -3.8639, 1.9077)  0.000
H (-2.7322, -2.9581, 2.0249)  0.000
H (-3.6190, -1.3851, -2.3447)  0.000
H (-5.7164, -1.0444, -1.1200)  0.001
H (-5.6800, -0.2320, 1.2151)  0.000
H (-3.5143, 0.2409, 2.3264)  0.000
H (-1.3987, -0.1319, 1.1074)  0.000
H (-2.1628, -3.2317, -2.7298)  0.000
H (-2.5018, -3.7801, -5.1169)  0.000
H (-1.5953, -2.2861, -6.8660)  0.000
H (-0.3573, -0.2414, -6.2310)  0.000
H (-0.0438, 0.3106, -3.8191)  -0.003
Cl (7.5521, -1.4194, 1.8224)  0.000
C (6.1164, -0.4801, 1.6765)  0.000
C (5.3992, -0.4724, 0.4892)  -0.001
Cl (5.9672, -1.3574, -0.8756)  0.000
C (4.2124, 0.2431, 0.3984)  -0.014
Cl (3.2684, 0.1606, -1.0594)  0.004
C (3.7046, 1.0177, 1.4541)  0.009
O (2.6022, 1.6955, 1.3980)  0.036
C (4.4795, 1.0211, 2.6397)  0.000
Cl (3.8957, 1.9745, 3.9473)  0.000
C (5.6421, 0.2761, 2.7539)  -0.001
Cl (6.5116, 0.2727, 4.2360)  0.000
C (1.9596, 2.3419, -3.0719)  0.003
C (1.9527, 3.3629, -1.9771)  0.002
C (2.5110, 4.6361, -2.2456)  -0.010
C (2.4447, 5.6272, -1.3219)  0.003
C (1.7521, 5.3966, -0.1143)  -0.002
C (1.5603, 6.3936, 0.8668)  0.042
C (0.8441, 6.1128, 1.9960)  -0.016
C (0.2805, 4.8383, 2.1851)  0.039
C (0.4591, 3.8488, 1.2515)  -0.016
S (-0.2685, 2.2661, 1.4094)  0.192
C (1.2270, 4.1076, 0.0951)  0.037
N (1.3974, 3.0866, -0.8134)  -0.016
H (1.3337, 2.7185, -3.8869)  0.001
H (1.5458, 1.3993, -2.7315)  0.000
H (2.9646, 2.1955, -3.4696)  0.002
H (2.9921, 4.7917, -3.2024)  0.000
H (2.8847, 6.5999, -1.5090)  -0.001
H (1.9865, 7.3761, 0.7052)  0.001
H (0.6941, 6.8740, 2.7507)  0.000
H (-0.3077, 4.6356, 3.0718)  -0.001
C (-3.9686, 7.1105, -2.2797)  0.000
Ge (-2.7179, 5.8180, -1.5078)  0.000
C (-2.4924, 6.1491, 0.4074)  -0.001
C (-0.9904, 5.9401, -2.4238)  0.000
C (-3.4873, 4.0080, -1.6855)  -0.002
Se (-2.2008, 2.5669, -1.9576)  0.007
C (-2.0230, 2.8419, -3.8734)  0.000
H (-3.6154, 8.1311, -2.1254)  0.000
H (-4.9535, 7.0179, -1.8194)  0.000
H (-4.0777, 6.9456, -3.3530)  0.000
H (-1.7671, 6.9422, 0.5938)  0.000
H (-2.1406, 5.2448, 0.9074)  0.001
H (-3.4455, 6.4406, 0.8518)  0.000
H (-0.4173, 6.7828, -2.0344)  0.000
H (-1.1236, 6.0855, -3.4971)  0.000
H (-0.4169, 5.0254, -2.2574)  0.000
H (-4.2358, 3.9550, -2.4776)  0.000
H (-4.0009, 3.7629, -0.7535)  0.000
H (-1.5366, 3.7919, -4.0857)  0.000
H (-3.0009, 2.8121, -4.3500)  0.000
H (-1.4163, 2.0312, -4.2681)  0.000

## Properties
Multiplicity ... 2
HOMO level (spin up / spin down) ... -9.214 / -9.380 eV
Expectation value of S² ... 0.7584
M ... 1381.3 u
Total charge ... +1
Frontier orbital gap (spin up / spin down) ... 6.90 / 6.68 eV
ΔE to the lowest compared entry with this formula, charge and spin ... 2.3 kcal/mol